{"formula": "C36H42AsBiN2O6S7", "method": "wB97M-V/def2-TZVPD", "symbols": ["Bi", "O", "C", "C", "C", "C", "C", "C", "C", "O", "N", "N", "C", "C", "C", "C", "C", "C", "C", "O", "H", "H", "H", "H", "H", "H", "H", "H", "H", "H", "O", "S", "C", "C", "C", "C", "S", "O", "C", "C", "C", "C", "C", "C", "C", "C", "C", "C", "C", "C", "H", "H", "H", "H", "H", "H", "H", "H", "H", "H", "H", "H", "H", "H", "H", "H", "H", "H", "S", "As", "S", "S", "S", "C", "C", "C", "S", "O", "C", "C", "C", "H", "H", "H", "H", "H", "H", "H", "H", "H", "H", "H", "H", "H", "H"], "xyz": [[-0.11183, 0.41100, -0.21053], [-3.68165, 3.34794, -1.68011], [-3.09496, 3.49597, -2.88868], [-3.87267, 3.93244, -3.95802], [-3.32689, 4.02237, -5.22631], [-1.99247, 3.70151, -5.44414], [-1.19953, 3.32946, -4.37201], [-1.73132, 3.23660, -3.09057], [-0.88615, 2.77002, -1.96632], [-1.47826, 2.13113, -0.99239], [0.38705, 3.03826, -2.00563], [0.99641, 2.48483, -0.90662], [2.09309, 2.97652, -0.47817], [2.62503, 2.69719, 0.84624], [3.97172, 2.96919, 1.11221], [4.49878, 2.91939, 2.38696], [3.63309, 2.64505, 3.45781], [2.30244, 2.38924, 3.24153], [1.71834, 2.37087, 1.93078], [0.48009, 2.15224, 1.75935], [-3.05754, 2.80265, -1.14745], [-4.91743, 4.15379, -3.77611], [-3.95573, 4.32029, -6.05786], [-1.58199, 3.71769, -6.44610], [-0.15510, 3.08016, -4.50169], [2.58070, 3.76092, -1.06567], [4.61361, 3.21984, 0.27144], [5.54951, 3.11805, 2.56335], [4.02221, 2.63034, 4.47131], [1.63350, 2.18515, 4.07056], [0.87144, -2.17483, -0.20525], [0.14422, -3.30202, 0.46520], [0.90508, -3.38136, 2.18718], [2.23297, -4.12016, 2.39338], [3.48277, -3.52208, 1.73302], [4.21132, -2.46843, 2.56797], [4.01117, -0.76229, 1.92319], [2.58608, -0.66201, 1.54591], [4.93349, -1.07467, 0.40269], [6.32254, -1.05451, 0.41277], [7.00968, -1.24096, -0.77643], [6.31366, -1.43098, -1.96607], [4.92573, -1.43970, -1.96737], [4.23448, -1.25841, -0.77602], [0.88241, -4.84026, -0.10745], [1.87986, -4.81139, -1.06639], [2.47429, -5.99850, -1.46385], [2.07423, -7.20561, -0.90020], [1.05743, -7.22601, 0.04434], [0.45476, -6.03937, 0.44099], [0.12985, -3.83431, 2.80928], [0.98212, -2.32277, 2.44116], [2.12095, -5.13412, 2.02017], [2.41083, -4.19654, 3.47353], [3.18600, -3.09026, 0.77636], [4.18183, -4.33358, 1.52233], [5.28970, -2.63354, 2.61184], [3.82140, -2.41889, 3.58782], [6.85846, -0.88498, 1.34104], [8.09356, -1.22534, -0.77928], [6.85781, -1.57322, -2.89196], [4.36421, -1.57442, -2.88306], [3.14886, -1.25967, -0.75724], [2.14988, -3.86056, -1.50928], [3.24988, -5.98696, -2.22018], [2.54403, -8.13338, -1.20556], [0.73752, -8.16618, 0.47846], [-0.34337, -6.04060, 1.17596], [-2.28123, -1.13129, -4.54783], [-1.29899, -1.48137, -2.72303], [0.53102, -0.17239, -2.59342], [-2.37204, -0.72853, -0.94101], [-1.02736, -3.58587, -2.51712], [-6.15405, -2.50907, 1.72850], [-4.81683, -1.85960, 1.37253], [-3.83752, -1.95419, 2.53204], [-2.20588, -1.15568, 2.26164], [-1.49161, -1.43982, 3.54913], [-2.84348, 0.58824, 2.34597], [-2.21482, 1.39837, 3.47248], [-2.73515, 1.00958, 4.85721], [-6.84468, -2.45141, 0.88587], [-6.61513, -2.00920, 2.58494], [-6.01555, -3.56216, 1.98524], [-4.98307, -0.81511, 1.10033], [-4.38709, -2.34260, 0.49571], [-3.57559, -2.99556, 2.73231], [-4.22802, -1.50513, 3.44946], [-3.93162, 0.56239, 2.43325], [-2.58707, 1.02318, 1.37780], [-2.42841, 2.45235, 3.28060], [-1.13266, 1.28346, 3.42412], [-3.82542, 1.10780, 4.90949], [-2.29948, 1.65752, 5.62217], [-2.46235, -0.01967, 5.08055]], "forces_ev_per_a": [[0.0, 0.2, 0.1], [0.0, 0.0, 0.0], [0.1, 0.0, -0.1], [-0.1, 0.0, 0.0], [0.0, 0.0, 0.0], [0.0, 0.1, 0.0], [-0.1, 0.0, 0.0], [-0.1, -0.2, 0.0], [0.1, 0.2, 0.2], [0.3, 0.1, -0.2], [0.1, 0.2, -0.3], [0.1, -0.2, 0.2], [0.0, 0.2, 0.1], [0.0, -0.1, 0.1], [-0.1, -0.1, 0.0], [0.1, 0.1, 0.1], [0.0, -0.1, -0.2], [0.0, 0.0, 0.0], [0.1, 0.2, -0.2], [0.1, -0.2, 0.2], [0.0, 0.0, 0.0], [0.0, 0.0, 0.0], [0.0, 0.0, 0.0], [0.0, 0.0, 0.0], [0.0, 0.0, 0.0], [-0.1, 0.0, -0.1], [0.0, 0.0, 0.0], [0.0, 0.0, 0.0], [0.0, 0.0, 0.0], [0.0, 0.0, 0.0], [-0.1, -0.3, 0.2], [0.5, 0.0, 0.5], [0.1, -0.1, -0.3], [-0.1, 0.2, 0.0], [-0.2, 0.1, 0.0], [-0.1, 0.3, 0.0], [0.2, -0.3, 0.0], [-0.2, 0.1, 0.0], [0.0, 0.2, 0.0], [-0.1, 0.0, 0.0], [0.1, 0.0, 0.0], [0.0, -0.1, 0.0], [0.1, 0.0, 0.1], [-0.3, 0.0, 0.0], [-0.1, 0.1, -0.1], [-0.1, 0.1, 0.0], [0.0, -0.1, 0.1], [0.0, 0.0, -0.1], [0.0, 0.0, 0.1], [-0.1, 0.0, -0.1], [0.0, 0.1, 0.0], [-0.1, 0.0, 0.0], [0.0, -0.2, 0.1], [-0.1, 0.0, 0.0], [0.1, 0.0, -0.1], [0.0, 0.0, -0.1], [0.0, 0.0, 0.1], [0.0, 0.0, 0.0], [0.0, 0.0, 0.0], [0.0, 0.0, 0.0], [0.0, 0.0, 0.0], [0.0, 0.0, 0.0], [-0.1, 0.0, 0.0], [0.0, 0.0, 0.0], [0.0, 0.0, 0.0], [0.0, 0.0, 0.0], [0.0, 0.0, 0.0], [0.0, 0.0, 0.0], [0.0, 0.4, 0.0], [-0.5, -0.7, -0.7], [0.0, -0.1, -0.1], [-0.1, -0.2, -0.1], [0.3, 0.1, 0.3], [0.1, 0.1, 0.0], [-0.1, -0.1, 0.1], [0.2, 0.0, -0.4], [-0.5, 0.2, 0.8], [0.2, -0.1, 0.1], [0.2, 0.0, -0.2], [0.0, -0.3, 0.2], [0.0, 0.1, -0.1], [0.0, 0.0, 0.0], [0.0, 0.0, 0.0], [0.0, 0.0, 0.0], [0.0, 0.0, -0.1], [0.0, 0.1, 0.0], [0.0, 0.0, 0.0], [0.0, 0.0, 0.0], [0.0, 0.0, 0.0], [-0.1, 0.1, 0.0], [0.1, 0.0, -0.1], [0.0, 0.1, 0.0], [0.0, 0.0, 0.0], [0.0, 0.0, 0.0], [0.0, 0.0, 0.0]], "mulliken_charge": [1.692, -0.770, 0.404, -0.696, -0.247, -0.779, -0.514, 0.395, 0.944, -0.810, -1.010, 0.784, -1.152, 0.900, -0.459, -0.659, -0.537, -0.686, 0.343, -0.785, 0.428, 0.395, 0.346, 0.346, 0.384, 0.316, 0.349, 0.380, 0.350, 0.350, -0.476, 0.415, -0.459, -1.192, 0.560, -1.310, 0.158, -0.013, 0.450, -0.694, -0.548, -0.475, -0.906, -0.045, 0.053, -0.075, -0.708, -0.469, -0.561, -0.458, 0.672, 0.248, 0.207, 0.660, -0.652, 0.647, 0.426, 0.539, 0.427, 0.364, 0.376, 0.503, 0.450, 0.411, 0.418, 0.355, 0.379, 0.409, -0.576, 0.302, -0.634, -0.414, -0.530, -1.499, 0.091, -1.209, 0.808, -0.785, -0.450, -0.103, -1.389, 0.382, 0.343, 0.328, 0.337, 0.222, 0.524, 0.380, 0.553, -0.372, 0.595, 0.050, 0.277, 0.438, 0.243], "homo_energy_ev": -1.613, "total_charge": -2, "gap_ev": 5.274, "e_above_lowest_kcal_mol": 46.8}